Entry 1:
80
Properties=species:S:1:pos:R:3 method="wB97M-V/def2-TZVPD" orbital_gap_ev="8.635 / 4.852" mol_weight_g_mol=689.41 s_squared=6.014 spin_multiplicity=5 total_charge=+1
Rh -0.18504 -0.13519 0.03743
C -2.98230 -0.81474 4.41368
C -2.40383 -1.23762 3.11549
C -2.07083 -2.50870 2.67655
C -1.73722 -2.35625 1.29893
N -1.78051 -1.03850 0.98247
N -2.17342 -0.33842 2.13375
B -2.04012 1.21879 2.07114
N -0.57762 1.73679 2.20336
N 0.22707 1.61181 1.05160
C 1.39918 2.18539 1.30789
C 1.43706 2.62412 2.65457
C 0.16312 2.38383 3.15052
C -0.42378 2.78397 4.45318
C 2.48695 2.44924 0.37474
C 3.74729 2.71986 0.96914
C 4.92003 2.84444 0.23134
C 4.81264 2.76450 -1.15214
C 3.58922 2.59317 -1.80473
C 2.42286 2.39479 -1.04867
N -2.46056 1.61323 0.60347
N -1.66307 1.06716 -0.38592
C -2.23309 1.38582 -1.56083
C -3.40036 2.16232 -1.31748
C -3.48781 2.27907 0.05685
C -4.41039 3.03111 0.91327
C -1.68272 1.00437 -2.87767
C -0.54222 0.21002 -3.16458
C -0.14681 -0.00886 -4.46132
C -0.85065 0.56040 -5.50928
C -1.93970 1.36209 -5.26099
C -2.38706 1.55116 -3.96206
C -1.55462 -3.45052 0.33863
C -1.44232 -4.72472 0.93206
C -1.25400 -5.85736 0.14039
C -1.15379 -5.74637 -1.25244
C -1.27917 -4.49584 -1.85836
C -1.51865 -3.35749 -1.09770
H -3.45959 -1.70339 4.91265
H -3.73231 -0.00960 4.23433
H -2.17928 -0.42322 5.10182
H -2.05601 -3.41018 3.25938
H -2.75689 1.80764 2.86260
H 2.20888 3.20118 3.17486
H 0.39985 2.92998 5.17624
H -1.19121 2.07779 4.78619
H -0.92218 3.77025 4.33057
H 3.81316 2.72674 2.05216
H 5.86187 3.04712 0.69937
H 5.70684 2.78710 -1.73624
H 3.54459 2.50829 -2.87974
H 1.46014 2.24513 -1.53581
H -4.09165 2.54746 -2.06463
H -5.22412 3.51815 0.35667
H -3.84682 3.80152 1.52072
H -4.83645 2.30270 1.65649
H 0.04201 -0.17810 -2.32221
H 0.73282 -0.58020 -4.68774
H -0.50234 0.40671 -6.50073
H -2.44151 1.84766 -6.08070
H -3.22210 2.22024 -3.76522
H -1.47931 -4.86825 2.00844
H -1.25012 -6.83852 0.61400
H -1.01568 -6.61865 -1.85332
H -1.21140 -4.40816 -2.92793
H -1.71611 -2.41057 -1.59464
C 4.52306 -2.36942 0.09436
C 3.36213 -1.40859 -0.36927
C 3.68261 -1.00526 -1.79887
O 3.27262 -0.33418 0.49804
C 2.03889 -2.23300 -0.32800
O 2.06052 -3.50348 -0.26606
O 0.94667 -1.61550 -0.44298
H 5.50707 -1.82291 0.04927
H 4.57533 -3.25153 -0.57743
H 4.36345 -2.65741 1.15264
H 4.61011 -0.39255 -1.87704
H 2.83298 -0.36397 -2.12509
H 3.75035 -1.87471 -2.47346
H 2.41534 0.06883 0.27003

=====

Entry 2:
77
Properties=species:S:1:pos:R:3 method="wB97M-V/def2-TZVPD" orbital_gap_ev=6.932 mol_weight_g_mol=805.79 total_charge=0
Ir -1.08810 1.02048 -0.70042
C -3.65402 -1.02176 2.09666
C -4.89136 -0.45989 1.79498
C -4.99336 0.46127 0.76888
C -3.85241 0.81740 0.05033
C -2.59726 0.26816 0.35464
C -2.51640 -0.66042 1.38966
C -3.85205 1.71328 -1.10106
C -4.99696 2.39694 -1.57408
C -4.91000 3.16558 -2.68763
C -3.69397 3.23088 -3.40814
C -3.57192 3.95373 -4.61561
C -2.40227 3.93681 -5.31954
C -1.31436 3.17663 -4.84777
C -1.39426 2.48236 -3.67213
C -2.58303 2.51795 -2.90937
N -2.67715 1.82674 -1.72020
H -3.57645 -1.74718 2.89721
H -5.77074 -0.74570 2.35664
H -5.95974 0.88747 0.53092
H -1.56280 -1.10210 1.65197
H -5.92643 2.30658 -1.03275
H -5.77082 3.71226 -3.05333
H -4.42952 4.50794 -4.97709
H -2.31477 4.48663 -6.24705
H -0.39991 3.13024 -5.42456
H -0.56131 1.88799 -3.33077
C 4.58227 -3.53353 3.10345
C 3.17589 -3.25904 3.65314
C 3.31673 -2.53259 4.99077
C 2.45992 -4.59357 3.90342
C 2.38200 -2.43909 2.63917
C 1.87153 -1.18182 2.91430
C 1.15318 -0.50033 1.94827
Br 0.52726 1.24089 2.39249
C 0.90400 -1.01335 0.66891
O 0.23243 -0.32313 -0.23369
C 1.43672 -2.28976 0.36718
C 2.14825 -2.94505 1.36332
C 1.32758 -3.00772 -0.99340
C 2.74544 -3.16333 -1.56703
C 0.48360 -2.30942 -2.06678
C 0.70667 -4.39820 -0.78092
H 5.16004 -4.12329 3.81881
H 5.11339 -2.59810 2.91928
H 4.54474 -4.08795 2.16489
H 3.88058 -3.15634 5.68653
H 2.34362 -2.32658 5.44041
H 3.85260 -1.58803 4.88072
H 3.01624 -5.19233 4.62826
H 2.36793 -5.17667 2.98627
H 1.45534 -4.42433 4.29510
H 2.01900 -0.70746 3.87313
H 2.55808 -3.91828 1.12472
H 3.19674 -2.18454 -1.73786
H 2.70462 -3.69196 -2.52216
H 3.39771 -3.72527 -0.89742
H 0.89012 -1.33908 -2.34337
H -0.55094 -2.17859 -1.74965
H 0.48430 -2.94580 -2.95530
H 1.29407 -5.02073 -0.10629
H 0.63635 -4.92012 -1.73759
H -0.29965 -4.30918 -0.36682
C 0.04232 5.24135 0.94079
N 0.64106 4.42658 -0.10750
C 1.85245 4.72940 -0.69721
C 2.40978 3.92550 -1.61090
C 1.74472 2.68073 -2.01570
O 2.16043 1.94484 -2.89028
N 0.56814 2.41130 -1.33539
C 0.05841 3.26092 -0.46934
O -1.06581 2.90451 0.05558
H 0.54901 6.20298 0.95969
H 0.14612 4.75461 1.91034
H -1.01427 5.39310 0.73364
H 2.30189 5.65723 -0.37152
H 3.34877 4.18038 -2.07685

=====

Entry 3:
84
Properties=species:S:1:pos:R:3 method="wB97M-V/def2-TZVPD" orbital_gap_ev=6.223 mol_weight_g_mol=853.93 total_charge=0
In -0.40936 -0.35832 -0.00460
C -3.58039 -0.34090 1.82710
N -2.85181 -1.43875 1.20857
C -3.54355 -1.90433 -0.03569
C -2.10038 -2.35048 2.00457
C -2.41277 -2.58540 3.37461
C -1.77258 -3.59956 4.09564
C -1.01043 -4.52347 3.35887
C -0.63481 -4.28480 2.04400
C -1.03220 -3.07970 1.41103
N -0.36695 -2.56422 0.31358
C 0.96360 -2.99458 0.09148
C 1.91445 -3.02033 1.14813
C 3.27456 -3.11991 0.92714
C 3.77646 -3.14578 -0.38519
C 2.89817 -3.12066 -1.46394
C 1.45348 -3.06137 -1.27836
N 0.58374 -2.91018 -2.31737
C 1.00939 -2.37449 -3.61217
C -0.67401 -3.64006 -2.37039
H -4.57185 -0.63312 2.22233
H -3.01737 0.16345 2.61857
H -3.77296 0.47126 1.08940
H -4.37943 -2.58195 0.18338
H -3.87690 -1.05596 -0.64026
H -2.85395 -2.48997 -0.65594
H -3.21373 -1.99655 3.87398
H -1.99996 -3.65790 5.17094
H -0.73515 -5.46170 3.82645
H 0.05583 -4.95203 1.55509
H 1.55466 -2.91537 2.16003
H 3.99766 -3.19665 1.73866
H 4.83098 -3.22337 -0.55433
H 3.25719 -3.10439 -2.49329
H 1.09933 -3.17678 -4.34970
H 0.24001 -1.65953 -3.97023
H 1.98434 -1.85055 -3.48722
H -0.63222 -4.46050 -3.09953
H -0.94843 -4.08153 -1.39081
H -1.47478 -2.92659 -2.66630
F -1.65169 1.89469 -4.79883
C -2.95866 2.06798 -4.38610
F -3.53424 0.83373 -4.66449
F -3.54401 2.93632 -5.24310
C -3.12117 2.50241 -2.96764
C -3.84848 3.69836 -2.67425
C -4.39089 3.82062 -1.40305
C -4.25736 2.76833 -0.51038
N -3.48857 1.67890 -0.73440
C -2.85598 1.56246 -1.88456
S -1.80350 0.17608 -2.12118
H -3.98130 4.44252 -3.49701
H -4.93315 4.69461 -1.11662
H -4.70780 2.80621 0.48108
Cl -1.62389 2.75183 6.63436
C -0.84060 2.14970 5.23230
C -1.02311 2.74053 3.99515
C -0.46623 2.15415 2.86472
Cl -0.51234 3.01846 1.38752
C 0.10725 0.85250 2.93855
O 0.24892 0.05681 1.91806
C 0.53816 0.40736 4.26378
Cl 1.38273 -1.03910 4.52986
C 0.01788 1.07383 5.37781
H -1.52377 3.69560 3.96877
H 0.21300 0.69750 6.38926
N 1.54844 0.15180 -0.75899
C 2.34483 1.00508 -0.95678
N 3.19046 1.90269 -1.27317
C 4.50841 1.91678 -0.51358
C 5.05843 3.36018 -0.39401
C 4.99116 4.14352 -1.68875
C 3.59605 4.19473 -2.32002
C 3.03578 2.76144 -2.46481
H 5.20779 1.26465 -1.14677
H 4.37559 1.46721 0.48164
H 6.07917 3.29988 0.00162
H 4.51289 3.88740 0.39037
H 5.74564 3.76698 -2.42773
H 5.33154 5.15977 -1.49374
H 3.58530 4.69674 -3.29385
H 2.92277 4.76940 -1.61359
H 3.52835 2.23387 -3.32962
H 1.96828 2.78249 -2.64602

=====

Entry 4:
82
Properties=species:S:1:pos:R:3 method="wB97M-V/def2-TZVPD" orbital_gap_ev=6.140 mol_weight_g_mol=877.57 total_charge=-1
In 0.03867 -0.58112 -0.37224
C -1.60741 -0.61398 3.87714
C -0.67929 0.29658 4.37304
C 0.58382 0.30958 3.84075
C 0.90431 -0.56948 2.78457
N -0.04579 -1.34488 2.22401
C -1.24468 -1.37983 2.78444
N 2.21712 -0.69315 2.48074
C 2.64740 -1.29873 1.41162
N 1.94911 -1.66035 0.33125
C 2.75127 -2.34840 -0.53533
N 2.45974 -2.92772 -1.62627
C 1.16259 -2.93170 -2.25068
C 1.02292 -4.25941 -2.95481
C -0.10029 -4.98425 -2.90364
C -1.19783 -4.55223 -2.10547
C -1.04054 -3.40703 -1.38251
N 0.03382 -2.61523 -1.40039
C 4.11679 -2.37806 0.02423
C 5.29990 -2.91337 -0.43715
C 6.43890 -2.72438 0.33632
C 6.38617 -2.00679 1.52482
C 5.19089 -1.48452 1.99806
C 4.05637 -1.68816 1.23943
H -2.59314 -0.69584 4.31291
H -0.94872 0.97461 5.17425
H 1.35172 0.97922 4.19759
H -1.95693 -2.05604 2.32464
H 1.88579 -4.56856 -3.52359
H -0.17075 -5.91900 -3.44748
H -2.08817 -5.15578 -2.02645
H -1.81054 -3.07883 -0.68484
H 5.33051 -3.45218 -1.37135
H 7.38295 -3.14110 0.01135
H 7.29770 -1.84972 2.08708
H 5.14134 -0.92055 2.91800
C -3.33963 -0.16165 -4.74033
C -3.64969 -0.76906 -3.53606
C -2.69064 -0.79157 -2.53391
N -1.49362 -0.25524 -2.68164
C -1.20969 0.35656 -3.81915
C -2.09434 0.42886 -4.88248
H -4.05664 -0.13802 -5.54879
H -4.62270 -1.20472 -3.36993
H -2.89040 -1.24133 -1.57059
H -0.22796 0.81090 -3.88425
H -1.81955 0.93224 -5.79713
C 0.31441 3.20864 -1.43319
Si 1.33180 1.71438 -0.76959
C 2.19790 2.21309 0.87387
C 2.78022 1.42886 -2.02302
H 0.83131 3.77122 -2.20756
H 0.07965 3.88410 -0.61554
H -0.63244 2.84981 -1.82357
H 2.66989 3.19383 0.82695
H 2.95122 1.48048 1.15593
H 1.44246 2.22567 1.65304
H 3.44612 2.28660 -2.02961
H 2.44142 1.27505 -3.04297
H 3.36291 0.55987 -1.72888
I 2.95229 -1.81463 -4.51091
C 1.19015 -1.81638 -3.30251
H 1.16453 -0.85591 -2.80004
H 0.34976 -1.92257 -3.98328
C -4.54682 5.05490 4.39744
C -4.03552 4.04033 3.41390
C -4.37872 2.69662 3.49605
C -3.85256 1.77255 2.60148
C -2.99560 2.19416 1.60727
C -2.66432 3.53367 1.50312
C -3.18010 4.45184 2.39418
S -2.00153 1.13007 0.55434
O -2.42922 -0.25926 0.64177
O -2.12535 1.65533 -0.78763
O -0.69026 1.34730 1.15533
H -5.08774 4.58270 5.21377
H -5.21386 5.76115 3.90261
H -3.71643 5.62531 4.81320
H -5.05151 2.36419 4.27540
H -4.08863 0.72230 2.67142
H -1.97985 3.82168 0.72079
H -2.90647 5.49647 2.31668

=====

Entry 5:
81
Properties=species:S:1:pos:R:3 method="wB97M-V/def2-TZVPD" orbital_gap_ev="4.207 / 4.201" mol_weight_g_mol=860.79 s_squared=0.757 spin_multiplicity=2 total_charge=-1
Sc 0.49656 -0.27437 0.51408
S -3.96129 2.96644 -1.51710
C -4.84835 4.05269 -2.51724
C -4.08080 5.10448 -2.90223
C -2.75202 5.03197 -2.40294
C -2.51519 3.91841 -1.63584
C -1.27518 3.51471 -0.99943
C -1.12785 2.26953 -0.44887
N -0.00061 1.77403 0.09150
C 1.15876 2.58826 0.02244
C 1.04065 3.95284 -0.44157
C 2.24462 4.76279 -0.35414
C 3.40828 4.25315 0.08212
C 3.54366 2.85907 0.45844
C 4.69414 2.31967 0.92755
C 4.73832 0.93121 1.29715
C 3.61181 0.18046 1.10403
N 2.44348 0.64647 0.58273
C 2.36227 2.03146 0.33691
C 5.97005 0.34133 1.81708
C 6.14642 -0.80411 2.54486
C 7.50954 -1.08112 2.82363
C 8.35688 -0.14423 2.31853
S 7.49828 1.08263 1.48397
C -0.13220 4.40787 -0.94770
H -5.88089 3.85823 -2.74486
H -4.44437 5.90940 -3.52371
H -1.99168 5.76744 -2.61493
H -1.96856 1.58393 -0.44289
H 2.17439 5.80217 -0.65457
H 4.29058 4.87844 0.15594
H 5.57364 2.94411 1.03544
H 3.62242 -0.88065 1.34137
H 5.32991 -1.43765 2.85882
H 7.83802 -1.94165 3.38749
H 9.42886 -0.09991 2.39951
H -0.21689 5.43065 -1.28931
S 3.41109 -3.42653 2.46705
Sb 1.87336 -2.74243 3.97647
S 0.83781 -0.43628 3.15247
S -1.07321 -1.19793 2.91211
C -0.49020 0.88099 -3.57494
S -0.72621 -0.72830 -2.83595
C -2.50061 -0.72444 -2.68158
O -0.23132 -0.55584 -1.42400
H -0.94038 0.87504 -4.56685
H 0.58368 1.03974 -3.65276
H -0.93557 1.64546 -2.93642
H -2.92100 -0.88196 -3.67413
H -2.83912 0.22195 -2.26059
H -2.75939 -1.56278 -2.03443
C 1.39287 -2.96248 -0.39315
C 0.23343 -3.94450 -0.25907
C 0.37259 -4.79289 1.00820
C -1.20410 -3.43940 -0.34254
C -2.00739 -4.14756 -1.22153
C -3.38309 -3.99130 -1.24901
C -3.94341 -3.08547 -0.37479
C -3.19431 -2.29144 0.49790
C -4.05722 -1.28295 1.25543
C -4.39188 -1.69312 2.69391
C -3.66016 0.18381 1.06968
C -1.77575 -2.46390 0.53827
N -0.83825 -1.74487 1.28282
H 2.34520 -3.49316 -0.35417
H 1.42876 -2.30893 0.48454
H 1.35638 -2.39197 -1.32084
H 0.33620 -4.61618 -1.12047
H 0.12545 -4.19648 1.88852
H 1.39490 -5.14827 1.13953
H -0.30780 -5.64488 0.96823
H -1.53741 -4.88170 -1.86644
H -3.99998 -4.57071 -1.92226
H -5.01880 -2.94128 -0.38443
H -5.02195 -1.35671 0.73831
H -3.54114 -1.68332 3.36599
H -4.80529 -2.70344 2.70317
H -5.14503 -1.01613 3.10144
H -2.60325 0.37242 1.23409
H -4.20505 0.82230 1.76629
H -3.91911 0.50766 0.05967

=====

Entry 6:
84
Properties=species:S:1:pos:R:3 method="wB97M-V/def2-TZVPD" orbital_gap_ev=6.057 mol_weight_g_mol=778.80 total_charge=0
Sc -0.64755 0.03400 -0.13953
C -6.23573 1.66117 0.65664
N -5.10154 0.78177 0.45586
C -5.15581 -0.56218 0.17964
C -3.86899 -0.98309 0.01766
N -3.03050 0.08104 0.18734
C -3.78927 1.12573 0.44605
P -3.10706 2.77958 0.76770
C -1.87522 2.23840 1.98163
N -1.07859 1.19042 1.85916
C -0.43428 1.04004 3.05367
C -0.85309 2.01445 3.90777
N -1.76326 2.77373 3.22246
C -2.46868 3.92288 3.75625
C -2.11026 2.87876 -0.75925
N -1.45482 1.88037 -1.31677
C -0.94557 2.34505 -2.49620
C -1.29970 3.65057 -2.64724
N -2.03154 3.98733 -1.53736
C -2.63571 5.28560 -1.31494
H -7.11637 1.05185 0.84302
H -6.06660 2.30362 1.51850
H -6.41344 2.27800 -0.22396
H -6.09366 -1.08699 0.12822
H -3.48642 -1.96514 -0.20660
H 0.29872 0.26738 3.20316
H -0.57172 2.24522 4.91977
H -2.02111 4.18095 4.71234
H -2.37135 4.77478 3.08657
H -3.52404 3.70182 3.91074
H -0.36716 1.70957 -3.14539
H -1.09849 4.36142 -3.42934
H -1.91317 6.06003 -1.56445
H -3.52551 5.41103 -1.93160
H -2.91150 5.38878 -0.26911
C -1.40216 -4.75080 0.18614
C -1.24492 -3.33113 -0.30599
S -0.73978 -2.19678 0.95179
C -1.46315 -2.96130 -1.57869
C -1.90090 -3.90252 -2.66923
S -1.24281 -1.30011 -2.14880
H -0.76827 -4.90550 1.05783
H -1.11843 -5.48138 -0.57106
H -2.43266 -4.95291 0.49335
H -2.09314 -4.90982 -2.30461
H -1.13927 -3.95301 -3.45279
H -2.81196 -3.52670 -3.14033
O 0.99799 2.37078 -0.09006
S 1.89768 1.54938 0.71348
O 2.20389 2.06346 2.02358
O 1.37303 0.14960 0.72489
C 3.44618 1.43944 -0.15277
C 4.56389 2.00158 0.45017
C 5.78464 1.96388 -0.20539
C 5.88412 1.36947 -1.45380
C 4.76440 0.80688 -2.04506
C 3.52697 0.82668 -1.40489
P 2.04543 0.05091 -2.17902
C 2.52954 -1.71045 -2.15792
C 3.50011 -2.20988 -1.29497
C 3.73932 -3.57472 -1.21345
C 3.01338 -4.45703 -1.99595
C 2.03353 -3.97183 -2.85306
C 1.78287 -2.61224 -2.92385
C 2.34706 0.61482 -3.90178
C 2.21024 1.98847 -4.12429
C 2.39382 2.52342 -5.38649
C 2.70334 1.69166 -6.45697
C 2.83617 0.32884 -6.24745
C 2.66210 -0.20730 -4.97675
H 4.45736 2.45563 1.42450
H 6.65787 2.40063 0.26189
H 6.83681 1.33985 -1.96715
H 4.84419 0.33867 -3.01876
H 4.06143 -1.53148 -0.66598
H 4.49021 -3.94710 -0.52845
H 3.19874 -5.52165 -1.93053
H 1.44841 -4.65889 -3.45142
H 0.98078 -2.24377 -3.55027
H 1.97575 2.64047 -3.28808
H 2.29834 3.59136 -5.53896
H 2.84254 2.10568 -7.44721
H 3.08252 -0.32040 -7.07810
H 2.78341 -1.27062 -4.81794

=====

Quick rundown of ΔE to the lowest compared entry with this formula, charge and spin, same order as above: 99.8 151.9 0.0 261.0 183.0 16.2 kJ/mol
Quick rundown of largest force on an atom, same order as above: 0.131 0.009 0.075 0.048 0.011 0.004 hartree/bohr
Quick rundown of total energy, same order as above: -54585.964 -119321.885 -108542.319 -82899.261 -134597.769 -122698.455 eV